Entry 1:
This record from OMol25 describes a molecular structure, C15H17N3O3S. The level of theory is ωB97M-V/def2-TZVPD.

For the relative energy (zero: lowest compared OMol25 entry of this formula, charge and spin), the calculation gives 15.439 eV. For the HOMO-LUMO gap, the calculation gives 8.71 eV. As for the HOMO energy: -8.1 eV.

```
39
C15H17N3O3S, DFT ωB97M-V/def2-TZVPD
C -4.988 -0.194 -2.091
C -5.697 -0.474 -0.920
H -6.644 0.158 -0.965
H -5.969 -1.571 -0.826
O -5.150 -0.152 0.091
C -4.292 -0.847 0.832
O -4.077 -2.001 0.574
C -3.537 -0.006 1.774
C -2.531 0.862 1.150
C -2.676 1.962 0.588
S -1.314 2.852 -0.055
C -0.535 1.346 0.482
N -1.160 0.239 1.115
N 0.925 1.175 0.471
N 1.577 1.908 -0.472
C 2.758 1.778 -0.478
C 3.894 0.676 -0.171
C 5.113 1.286 0.025
C 6.313 0.634 0.230
C 5.968 -0.783 0.575
C 4.690 -1.370 0.175
C 3.546 -0.454 0.082
O 2.398 -0.912 -0.248
C 2.097 -2.362 -0.063
H 1.100 -2.361 -0.708
H 2.443 -2.786 0.754
H 2.767 -3.143 -0.976
H 4.633 -2.267 0.347
H 6.736 -1.519 0.836
H 7.227 0.908 0.503
H 5.320 2.511 -0.240
H 3.171 2.618 -1.315
H 1.322 0.240 0.771
H -3.668 2.395 0.455
H -3.057 -0.814 2.549
H -4.187 0.786 2.485
H -4.799 0.875 -2.436
H -4.101 -0.719 -1.868
H -5.615 -0.475 -3.032
```

***

Entry 2:
This record from OMol25 describes a molecular structure, C23H15FeO5Sb. The level of theory is ωB97M-V/def2-TZVPD.

Its net charge is +2. For the HOMO-LUMO gap (alpha / beta), the calculation gives 5.56 / 4.18 eV. The expectation value of S² is 6.0623. As for the HOMO energy (alpha / beta): -12.1 / -15.0 eV. The spin multiplicity is 5.

```
45
C23H15FeO5Sb, DFT ωB97M-V/def2-TZVPD
O -0.109 -0.506 -6.705
C -0.109 -0.512 -5.567
Fe -0.093 -0.414 -3.139
O -1.561 -2.949 -2.884
C -0.975 -1.959 -2.967
C 0.814 1.065 -2.984
O 1.431 2.055 -3.082
C -1.613 0.412 -2.955
O -2.626 0.987 -2.977
C 1.389 -1.377 -2.937
O 2.351 -2.017 -2.891
C -0.793 4.067 2.748
C 0.219 4.113 1.784
C 0.431 3.036 0.909
C -0.385 1.909 0.974
C -1.362 1.830 1.964
C -1.575 2.913 2.833
Sb -0.004 0.245 -0.449
C 1.967 -0.243 0.314
C 3.100 -0.012 -0.462
C 4.366 -0.354 0.038
C 4.505 -0.878 1.327
C 3.362 -1.043 2.120
C 2.094 -0.707 1.623
C -1.572 -1.079 0.230
C -1.224 -2.276 0.850
C -2.230 -3.175 1.223
C -3.577 -2.877 0.977
C -3.911 -1.661 0.366
C -2.905 -0.753 0.001
H -0.967 4.912 3.417
H 0.844 4.999 1.715
H 1.242 3.095 0.185
H -1.966 0.934 2.077
H -2.360 2.856 3.582
H 3.037 0.439 -1.449
H 5.246 -0.212 -0.587
H 5.490 -1.146 1.714
H 3.456 -1.438 3.130
H 1.223 -0.811 2.266
H -0.182 -2.526 1.030
H -1.958 -4.120 1.693
H -4.358 -3.589 1.253
H -4.955 -1.420 0.160
H -3.195 0.185 -0.469
```

***

Entry 3:
This record from OMol25 describes a molecular structure, C20H16BrCoIN4O4S5Sb. The level of theory is ωB97M-V/def2-TZVPD.

Its net charge is -2. For the relative energy (zero: lowest compared OMol25 entry of this formula, charge and spin), the calculation gives 0.000 eV. For the HOMO-LUMO gap (alpha / beta), the calculation gives 5.74 / 6.11 eV. The expectation value of S² is 2.3055. As for the HOMO energy (alpha / beta): -2.8 / -2.9 eV. The spin multiplicity is 3.

```
53
C20H16BrCoIN4O4S5Sb, DFT ωB97M-V/def2-TZVPD
Co -1.900 -1.733 0.195
S -6.313 -1.212 0.213
Sb -5.020 -2.987 0.921
S -3.074 -2.008 2.107
S -3.294 -3.137 -0.820
S 0.257 -3.003 1.061
C 0.493 -1.339 1.429
C 1.648 -0.760 2.008
C 1.698 0.595 2.229
C 0.605 1.407 1.895
C -0.492 0.798 1.345
N -0.545 -0.525 1.119
H 2.478 -1.412 2.246
H 2.589 1.043 2.655
H 0.610 2.476 2.061
H -1.374 1.365 1.064
O -3.230 0.165 -0.085
H -3.434 0.242 0.859
H -4.100 -0.193 -0.418
Br -3.143 0.719 7.722
C -1.319 1.000 7.289
C -0.557 1.694 8.224
C 0.787 1.937 7.979
C 1.362 1.486 6.800
C 0.594 0.796 5.873
C -0.760 0.539 6.099
I -1.796 -0.502 4.596
H -1.024 2.041 9.136
H 1.378 2.477 8.711
H 2.412 1.673 6.596
H 1.040 0.448 4.945
O 2.278 2.949 -8.323
S 2.369 2.856 -6.883
O 1.310 3.521 -6.160
O 3.703 3.036 -6.334
C 2.098 1.088 -6.540
N 2.654 0.211 -7.392
C 2.501 -1.068 -7.079
C 1.814 -1.499 -5.957
C 1.271 -0.516 -5.149
N 1.412 0.772 -5.443
C 0.490 -0.832 -3.905
C -0.211 0.172 -3.250
C -0.927 -0.137 -2.108
N -0.973 -1.372 -1.592
C -0.315 -2.344 -2.228
C 0.422 -2.111 -3.373
H 2.949 -1.789 -7.759
H 1.702 -2.553 -5.747
H -0.186 1.182 -3.637
H -1.496 0.617 -1.575
H -0.395 -3.331 -1.798
H 0.950 -2.944 -3.819
```

***

Entry 4:
This record from OMol25 describes a single C6H11N molecule. The level of theory is ωB97M-V/def2-TZVPD.

For the relative energy (zero: lowest compared OMol25 entry of this formula, charge and spin), the calculation gives 3.889 eV. For the HOMO-LUMO gap, the calculation gives 7.88 eV. As for the SMILES: C=C=CN(C)CC. As for the HOMO energy: -6.9 eV.

```
18
C6H11N, DFT ωB97M-V/def2-TZVPD
C -2.247 0.766 1.691
C -1.408 0.681 0.689
C -1.156 0.364 -0.598
N -0.080 -0.384 -0.872
C 0.353 -0.636 -2.225
C 0.798 -0.716 0.620
C 1.771 0.402 0.905
H -3.176 0.202 1.745
H -2.019 1.351 2.577
H -1.785 0.694 -1.424
H 1.278 -0.100 -2.462
H -0.413 -0.367 -2.957
H 0.549 -1.706 -2.333
H 0.170 -0.984 1.463
H 1.292 -1.613 0.252
H 2.237 0.754 -0.015
H 1.273 1.246 1.376
H 2.563 0.045 1.569
```

***

Entry 5:
This record from OMol25 describes a molecular structure, C15H12BF3FeO4. The level of theory is ωB97M-V/def2-TZVPD.

Its net charge is +2. For the relative energy (zero: lowest compared OMol25 entry of this formula, charge and spin), the calculation gives 1.496 eV. For the HOMO-LUMO gap (alpha / beta), the calculation gives 5.66 / 5.42 eV. The expectation value of S² is 6.0390. As for the HOMO energy (alpha / beta): -14.7 / -15.4 eV. The spin multiplicity is 5.

```
36
C15H12BF3FeO4, DFT ωB97M-V/def2-TZVPD
C 1.051 4.760 -2.833
C -0.097 3.870 -2.653
C -1.226 3.922 -3.416
C -2.058 2.870 -2.964
C -1.422 2.135 -1.930
B -2.971 1.757 -0.576
F -3.835 2.721 -1.008
F -3.283 0.458 -0.783
F -2.314 2.118 0.558
O -0.235 2.915 -1.669
H 0.751 5.474 -3.612
H 1.314 5.357 -1.954
H 1.954 4.252 -3.198
H -1.434 4.653 -4.204
H -3.064 2.730 -3.343
O 2.628 -6.209 3.933
C 2.266 -5.220 3.442
Fe 1.355 -4.191 2.387
C 1.662 -5.129 0.939
O 1.560 -5.799 -0.011
C -0.262 -4.817 2.985
O -1.279 -5.360 3.185
C 0.040 0.087 -0.024
C -0.528 0.081 1.232
C -0.137 -0.492 2.451
C 0.901 -1.344 2.760
C 1.601 -2.141 1.836
C 1.496 -1.949 0.425
C 1.036 -0.861 -0.327
H -0.344 0.730 -0.820
H -1.452 0.643 1.347
H -0.778 -0.221 3.280
H 1.218 -1.401 3.797
H 2.384 -2.871 2.233
H 2.035 -2.742 -0.126
H 1.467 -0.784 -1.337
```

***

Entry 6:
This record from OMol25 describes 2 unconnected molecules or ions with the total composition C10H16. The level of theory is ωB97M-V/def2-TZVPD.

For the relative energy (zero: lowest compared OMol25 entry of this formula, charge and spin), the calculation gives 1.899 eV. For the HOMO-LUMO gap, the calculation gives 9.96 eV. As for the SMILES: CCc1ccccc1.CC. As for the HOMO energy: -9.0 eV.

```
26
C10H16, DFT ωB97M-V/def2-TZVPD
C 2.500 0.057 -1.164
C 1.087 0.413 -1.662
C 0.165 1.124 -0.694
C 0.309 1.027 0.651
C -0.593 1.692 1.476
C -1.605 2.505 0.951
C -1.744 2.566 -0.462
C -0.925 1.827 -1.332
H 3.290 0.145 -1.809
H 2.667 -1.011 -1.035
H 2.878 0.527 -0.240
H 1.372 1.144 -2.517
H 0.634 -0.533 -1.912
H 1.128 0.544 1.122
H -0.482 1.704 2.476
H -2.230 3.086 1.595
H -2.419 3.287 -1.002
H -0.975 1.808 -2.403
C -0.882 -2.467 0.380
C -0.324 -2.987 1.701
H -0.814 -1.379 0.175
H -0.423 -2.911 -0.457
H -1.939 -2.764 0.144
H 0.750 -2.699 1.687
H -0.737 -4.100 1.726
H -0.687 -2.605 2.606
```

***

no.,strongest force on any atom (hartree/bohr)
1,0.298
2,0.162
3,0.015
4,0.079
5,0.178
6,0.072